*A*
Below is a structure of composition C5H8N4, with properties calculated with wB97M-V/def2-TZVPD.

Element x y z (Å)
C: 0.93208 -1.46036 -0.88683
C: 0.26172 -0.64551 0.08813
C: -1.22161 -0.48411 -0.17210
C: -0.29899 2.81588 -0.03878
C: 0.30143 0.89424 -0.06068
H: 0.50530 -2.48431 -0.79565
H: 2.03844 -1.53314 -0.64118
H: 0.68144 -1.01271 -1.88858
H: 1.27291 -1.72849 1.58256
H: 0.56954 -0.48292 2.08042
H: -1.79388 -0.90661 0.66147
H: -1.72269 -0.74127 -1.07159
H: -0.23996 3.88822 -0.04458
N: 0.34673 -1.28240 1.49953
N: -1.01322 0.90813 -0.12278
N: -1.44636 2.15897 -0.25557
N: 0.82713 2.09640 0.06623

## Properties
**Kohn-Sham gap**: 10.44 eV
**Net charge**: 0

Atom charges from the natural (NBO) analysis, given in e for atoms 1 to 2: number 1, C, carries -0.6177; number 2, C, carries 0.0925

*B*
Below is an isolated molecule of C5H8N4, with properties calculated with wB97M-V/def2-TZVPD.

Element x y z (Å)
C: 1.92502 -0.49834 0.90467
C: -0.19966 0.01305 -0.18284
C: -0.97330 0.52801 0.93387
C: -2.19643 0.90028 0.42186
C: -1.00120 0.11979 -1.30916
H: 1.04629 -1.62635 -1.77720
H: 1.61948 -0.11887 -2.06223
H: 2.83376 -1.04879 0.67104
H: 2.25630 -0.47159 2.72204
H: -0.63737 0.60407 1.95669
H: -3.08159 1.33313 0.88801
H: -2.98178 0.94500 -1.52989
H: -0.82211 -0.06481 -2.35587
N: 1.63352 -0.88224 -1.40477
N: 1.12106 -0.45074 -0.19309
N: 1.54376 -0.15267 2.06844
N: -2.23541 0.63872 -0.91672

## Properties
**Kohn-Sham gap**: 8.60 eV
**SMILES**: [H]/N=C/N(N)c1cc[nH]c1
**Net charge**: 0

Atom charges from the natural (NBO) analysis, given in e for atoms 1 to 2: number 1, C, carries 0.2867; number 2, C, carries 0.0723

Which one is most stable, and which one is least stable? *B* is the most stable of them, while *A* is the least stable.

*A*
Below is an isolated molecule of C4H7BO2, with properties calculated with wB97M-V/def2-TZVPD.

Element x y z (Å)
B: 0.25038 -0.89881 -0.12535
C: -1.53951 -2.65635 0.26157
C: -0.48590 -2.15897 -0.41174
C: 0.15413 2.20151 -0.41934
C: 1.40697 1.31764 0.10598
O: -0.41384 1.70660 -1.47491
O: 1.00852 -0.00418 0.24316
H: -2.02245 -3.56678 -0.04936
H: -1.94244 -2.16624 1.13013
H: -0.15276 -2.70776 -1.28633
H: -0.51534 2.29535 0.47522
H: 0.64950 3.19064 -0.57106
H: 2.20451 1.34840 -0.64060
H: 1.75714 1.69172 1.07019

## Properties
**Kohn-Sham gap**: 6.28 eV
**Net charge**: 0

Atom charges from the natural (NBO) analysis, given in e for atoms 1 to 2: number 1, B, carries 1.2651; number 2, C, carries -0.2098

*B*
Below is an isolated molecule of C4H7BO2, with properties calculated with wB97M-V/def2-TZVPD.

Element x y z (Å)
B: 0.88472 -0.34164 0.04405
C: 2.94860 1.00262 -0.38276
C: 2.26983 0.10356 0.35794
C: -2.49288 0.29510 0.38130
C: -1.58002 -0.83904 -0.46147
O: -2.49614 1.45112 -0.16191
O: -0.23990 -0.68191 -0.26864
H: 3.93487 1.32502 -0.10268
H: 2.52230 1.43935 -1.26898
H: 2.75636 -0.29783 1.23806
H: -3.47076 -0.24376 0.38001
H: -2.05397 0.23298 1.41367
H: -1.87887 -1.82866 -0.11358
H: -1.81618 -0.69089 -1.51467

## Properties
**Kohn-Sham gap (spin up / spin down)**: 5.49 / 5.49 eV
**Net charge**: 0

Atom charges from the natural (NBO) analysis, given in e for atoms 1 to 2: number 1, B, carries 1.2287; number 2, C, carries -0.2039

Which one is most stable, and which one is least stable? *A* is the most stable of them, while *B* is the least stable.

*A*
Below is a cluster of 2 separate species, C2H6 in total, with properties calculated with wB97M-V/def2-TZVPD.

Element x y z (Å)
C: 0.53479 -0.45165 -1.11520
C: -0.53982 0.48973 1.18697
H: 0.08085 -1.35335 -1.29598
H: 0.37679 0.29407 -1.90182
H: 1.34663 -0.43966 -0.34714
H: -1.56381 0.29776 1.05558
H: -0.37970 1.44818 0.86377
H: 0.14426 -0.28508 1.55383

## Properties
**Expectation value of S²**: 2.006
**Kohn-Sham gap (spin up / spin down)**: 8.62 / 12.52 eV
**Multiplicity**: 3
**Net charge**: 0

Atom charges from the natural (NBO) analysis, given in e for atoms 1 to 2: number 1, C, carries -0.4872; number 2, C, carries -0.4900

*B*
Below is a cluster of 2 separate species, C2H6 in total, with properties calculated with wB97M-V/def2-TZVPD.

Element x y z (Å)
C: 0.88162 0.05730 -0.02213
C: -0.64205 0.32672 0.00322
H: 1.25332 -0.85327 -0.52062
H: 1.25631 0.96468 -0.52833
H: 1.16113 0.17700 0.92262
H: -1.67394 -1.33649 -0.15350
H: -0.92746 0.65763 -1.00917
H: -1.23768 0.64380 0.93353

## Properties
**Expectation value of S²**: 2.004
**Kohn-Sham gap (spin up / spin down)**: 8.25 / 10.97 eV
**Multiplicity**: 3
**Net charge**: 0

Atom charges from the natural (NBO) analysis, given in e for atoms 1 to 2: number 1, C, carries -0.6780; number 2, C, carries -0.3094

Which one is most stable, and which one is least stable? *A* is the most stable of them, while *B* is the least stable.